Here is a cluster of 2 separate species, C10H22 in total from OMol25. Energies are from ωB97M-V/def2-TZVPD.

Structure (XYZ):
```
32
C10H22 ωB97M-V/def2-TZVPD
C -1.852 1.045 3.599
C -0.453 1.611 3.606
C 0.198 1.321 2.237
C 0.446 0.982 4.732
C -0.652 3.126 3.876
H -2.535 1.603 2.900
H -1.693 -0.082 3.367
H -2.358 1.164 4.612
H 1.435 1.208 2.243
H -0.179 0.176 1.940
H -0.094 1.978 1.320
H 1.504 1.446 4.526
H 0.550 -0.162 4.501
H 0.114 1.228 5.696
H -0.929 3.161 4.975
H 0.268 3.735 3.749
H -1.522 3.374 3.267
C 0.909 -1.401 -4.987
C 1.427 -0.792 -3.686
C 0.397 -1.313 -2.678
C -0.091 -2.609 -3.040
C -0.256 -2.330 -4.503
H 0.627 -0.678 -5.747
H 1.777 -1.818 -5.551
H 1.316 0.208 -3.585
H 2.426 -0.981 -3.296
H -0.210 -0.453 -2.427
H 0.987 -1.540 -1.741
H -0.960 -3.143 -2.672
H 0.455 -3.441 -2.976
H -1.009 -1.567 -4.737
H -0.405 -3.263 -5.302
```

As for the SMILES: CC(C)(C)C.C1CCCC1. Its largest force on an atom is 6.283 eV/A. Its spin multiplicity is 1.

=====

Here is a structure of composition C10H22AsN4PtS2 from OMol25. Energies are from ωB97M-V/def2-TZVPD.

Structure (XYZ):
```
40
C10H22AsN4PtS2 ωB97M-V/def2-TZVPD
Pt 0.247 -0.461 -0.553
N 0.781 -2.094 -2.179
C 2.237 -2.224 -2.288
C 2.853 -0.823 -2.352
N 2.537 -0.090 -1.129
H 0.325 -2.994 -2.068
H 0.405 -1.665 -3.024
H 2.532 -2.792 -3.179
H 2.604 -2.749 -1.402
H 2.410 -0.288 -3.195
H 3.934 -0.899 -2.509
H 2.653 0.908 -1.272
H 3.142 -0.370 -0.360
C -2.269 4.740 0.143
C -1.649 3.652 -0.657
C -0.567 3.907 -1.505
C 0.037 2.816 -2.101
N -0.399 1.580 -1.912
C -1.497 1.446 -1.149
S -2.088 -0.188 -1.020
N -2.123 2.419 -0.519
H -2.642 5.524 -0.511
H -1.519 5.190 0.793
H -3.080 4.346 0.746
H -0.213 4.911 -1.660
H 0.901 2.917 -2.744
C -2.317 -1.745 1.896
As -0.459 -1.449 2.400
C 0.533 -3.075 1.981
C -0.514 -1.324 4.333
S 0.602 0.276 1.752
H -2.705 -2.523 2.554
H -2.399 -2.059 0.855
H -2.881 -0.822 2.043
H -0.041 -3.949 2.278
H 1.487 -3.066 2.511
H 0.717 -3.102 0.906
H -1.045 -2.182 4.742
H -1.031 -0.407 4.623
H 0.502 -1.292 4.733
```

The charge is +1. Its expectation value of S² is 2.01. Its largest force on an atom is 0.993 eV/A. Its spin multiplicity is 3.

=====

Here is a cluster of 2 separate species, C10H22BrP in total from OMol25. Energies are from ωB97M-V/def2-TZVPD.

Structure (XYZ):
```
34
C10H22BrP ωB97M-V/def2-TZVPD
C -4.032 1.320 -0.240
C -2.644 0.652 -0.084
C -2.419 -0.826 0.339
C -2.973 -1.856 -0.560
C -3.024 -1.084 1.728
P -0.526 -0.940 0.188
Br -0.208 -3.040 1.038
H -4.794 0.544 -0.697
H -4.447 1.464 0.748
H -3.944 2.249 -0.689
H -2.094 1.142 0.696
H -2.209 0.678 -1.054
H -4.033 -2.007 -0.528
H -2.536 -2.886 -0.248
H -2.780 -1.624 -1.617
H -2.984 -0.185 2.366
H -4.039 -1.383 1.650
H -2.416 -1.875 2.229
H -0.133 -0.490 1.506
C 4.245 1.186 -2.241
C 4.498 0.657 -0.886
C 3.492 0.476 0.009
C 3.778 0.129 1.443
C 2.060 0.676 -0.419
H 3.611 2.169 -2.306
H 5.179 1.431 -2.851
H 3.513 0.469 -2.720
H 5.517 0.496 -0.558
H 4.660 -0.430 1.558
H 2.807 -0.209 1.895
H 3.963 1.109 1.964
H 1.257 1.157 0.268
H 1.958 1.234 -1.284
H 1.698 -0.405 -0.642
```

As for the SMILES: CCC(C)(C)PBr.CC=C(C)C. Its largest force on an atom is 4.925 eV/A. Its spin multiplicity is 1.

=====

Calculated energy above the lowest of the compared OMol25 structures with the same formula, charge and spin (kJ/mol), listed in the same order as above: 386.49 72.50 21.74